No. 1
Below is 2 unconnected molecules or ions with the total composition C26H27NO4S2 in a non-equilibrium geometry, with properties calculated with ωB97M-V/def2-TZVPD.

Computed properties:
ΔE to the lowest compared entry with this formula, charge and spin = 0.6 kcal per mole

Geometry (Å):
S -0.978560 -0.834211 0.348444
S 1.869189 -0.268434 1.552334
O -0.247326 -1.574044 -0.663628
O -2.014578 0.114865 -0.027778
O 2.239601 0.210413 2.869512
O 2.565801 0.198203 0.360776
N 1.204014 3.389299 -0.740239
C 2.226496 -4.826005 1.534875
C 1.675758 -2.791380 2.724989
C -3.746374 -2.542464 2.717122
C -3.441914 -3.904033 2.597638
C 2.416322 -2.691429 0.418420
C -2.151532 0.616527 -2.888980
C 0.135623 0.152050 1.318856
C -0.333170 1.822566 -1.687124
C -1.842110 -2.044299 1.335759
C -0.485884 0.191173 -5.093798
C -1.862181 -0.117585 -5.179418
C 1.771625 -4.181813 2.694584
C -2.921957 -1.608753 2.098650
C 0.046755 0.729039 -3.919671
C 0.870644 5.171992 0.798726
C 0.938867 2.315347 -1.501261
C -0.791976 1.031746 -2.819188
C 1.991065 -2.059080 1.578534
C -1.564104 -3.403074 1.169417
C 2.533965 4.000404 -0.599890
C -2.345241 -4.336005 1.845716
C -0.272668 1.392067 1.653353
C 2.556852 -4.073241 0.403208
C 2.328480 5.215797 0.321794
C -2.673684 0.052061 -4.042815
C 0.158063 4.052261 0.005578
H -2.093397 -5.393479 1.747001
H -3.115424 -0.539168 2.178690
H 2.537564 6.121829 -0.251211
H 3.278166 3.287213 -0.197315
H 2.314783 -5.912593 1.507432
H 0.447583 2.118881 2.077310
H 0.839935 4.957001 1.873772
H -1.119906 2.211437 -1.048578
H -3.733311 -0.217426 -4.068912
H 0.335687 6.109255 0.620104
H -4.620690 -2.205445 3.274601
H 2.611315 -2.095599 -0.469630
H 1.111990 0.967902 -3.849809
H -4.079179 -4.650779 3.064784
H -0.390343 3.365871 0.672744
H -0.602052 4.488659 -0.667610
H 2.904189 4.342443 -1.582513
H -2.783025 0.763876 -2.019469
H 1.482256 -4.760318 3.573603
H -1.342268 1.602069 1.681717
H -0.744764 -3.714950 0.525184
H 0.161177 0.044803 -5.964871
H 2.906881 -4.549655 -0.510884
H 1.319742 -2.268155 3.612179
H 1.792646 1.821855 -2.001188
H 3.024322 5.174179 1.160726
H -2.299725 -0.469656 -6.122339

Atomic forces in eV per Å
-1.13 -0.32 -1.33
0.83 -0.02 -0.55
-0.15 0.77 0.99
0.56 -0.76 0.58
-0.30 -0.09 -0.74
-0.49 -0.32 1.12
0.66 0.42 1.12
-0.05 0.33 0.04
-0.23 0.19 -0.07
0.26 -0.20 -0.07
0.04 -0.04 -0.12
0.01 0.10 -0.18
0.78 0.35 -0.11
0.01 0.85 0.31
1.04 0.87 0.24
0.13 -0.23 0.03
-0.55 -0.06 0.14
0.30 0.08 0.26
0.09 -0.01 -0.20
0.02 0.09 0.12
-0.54 0.04 0.14
-0.38 -0.25 0.15
-1.20 -1.40 -1.17
-0.22 -0.87 -0.63
-0.25 0.07 0.00
0.19 0.31 0.24
0.01 -0.28 -0.18
-0.08 0.24 -0.08
0.66 -1.22 1.01
-0.10 -0.13 0.15
0.14 -0.10 -0.31
0.32 0.07 -0.52
0.04 0.62 0.01
-0.25 0.29 0.08
-0.07 -0.31 -0.05
-0.04 0.00 0.21
-0.42 0.19 -0.12
-0.03 0.29 0.05
-0.54 -0.65 -0.12
-0.09 0.11 -0.19
0.04 0.04 -0.22
0.36 0.06 -0.07
0.25 -0.04 0.21
0.27 -0.17 -0.11
0.02 -0.13 0.19
-0.39 -0.01 -0.22
0.08 0.18 0.02
0.26 0.32 -0.39
0.20 -0.24 0.00
-0.13 -0.26 0.23
0.07 0.06 -0.23
0.15 0.16 -0.26
0.39 0.25 -0.55
-0.12 0.11 0.14
-0.24 -0.01 0.34
-0.10 0.00 0.26
0.16 -0.16 -0.15
-0.44 0.65 0.22
-0.07 0.11 -0.07
0.28 0.06 0.46

No. 2
Below is a molecular structure, C12H24O17PV in a non-equilibrium geometry, with properties calculated with ωB97M-V/def2-TZVPD.

Computed properties:
2S+1 = 2
Calculated total energy = -82619.5625 eV
Total charge = -1

Geometry (Å):
V -0.342288 -1.719194 -0.527593
P -0.551393 -3.928488 -1.425359
O -2.697666 0.859706 -2.844662
O 0.157944 -3.732289 -0.068162
O 1.548414 1.539801 3.404574
O -1.375668 -5.113766 -1.950952
O 1.802422 1.592796 1.094135
O 1.121748 -0.986853 -0.267322
O -1.815620 -3.125657 -0.930258
O 1.118498 0.861415 -2.535163
O -1.577181 0.160738 -0.932193
O 2.849850 0.195038 -3.874069
O -1.734697 2.408091 -1.572285
O -0.109720 -2.775262 -2.259475
O -1.142456 -0.594590 3.578682
O -1.042128 -1.126404 1.418956
O -2.898542 -1.632056 2.648701
O 3.254158 0.626023 2.532455
O 3.172902 1.935915 -2.588037
C -1.124258 2.902725 -0.428532
C -1.674076 -0.833150 4.886313
C 2.243722 1.018925 -3.000372
C 0.352480 2.265920 3.420496
C -1.994799 1.072204 -1.716487
C -3.563467 -2.333585 1.595628
C -2.874358 -0.444310 -3.383812
C -1.693920 -1.080144 2.436826
C 2.345823 -1.044514 -4.234267
C 3.997801 -0.130093 1.574009
C 2.776048 3.031299 -1.731266
C 2.195430 1.258055 2.221475
H 2.851680 3.909191 -2.372903
H -2.024618 -1.853800 5.039632
H 0.118579 2.403207 4.476217
H 2.686585 -1.774594 -3.500128
H 2.704139 -1.236658 -5.245600
H 3.492074 -0.292186 0.622140
H -3.715411 -1.602737 0.801336
H -1.929822 -0.758216 -3.828148
H 0.525269 3.266650 3.024553
H -1.097256 3.982457 -0.575314
H -3.061179 -3.207410 1.180627
H -3.767085 -0.457659 -4.009078
H 1.782378 2.866769 -1.314553
H -0.077898 2.598789 -0.399473
H -1.044000 -0.565150 5.734411
H -2.557881 -0.206644 5.006659
H 1.275652 -1.244471 -4.287558
H -2.994971 -1.103555 -2.524186
H 4.320049 -1.121309 1.893002
H -1.555628 2.545092 0.506419
H 3.435494 3.230092 -0.886451
H 4.923743 0.387281 1.322871
H -0.486078 1.831172 2.876506
H -4.528820 -2.724607 1.917033

Atomic forces in eV per Å
1.80 -0.78 0.01
-7.57 -3.09 1.35
0.69 2.31 1.26
2.68 -0.30 0.54
0.95 -0.88 -0.65
3.96 -0.49 -0.31
0.83 -0.43 2.76
-2.18 -1.25 -0.49
-2.58 3.73 2.31
1.96 0.98 -1.36
-1.43 3.08 -2.36
0.34 2.61 0.46
-1.96 -2.49 -1.63
3.88 2.84 -3.36
0.53 0.09 -0.30
-0.89 0.57 0.95
0.73 0.42 0.95
2.22 -1.99 0.89
-0.27 -0.44 -0.12
1.74 -0.01 0.74
-1.87 0.04 -0.06
-1.33 -1.16 1.93
-0.12 1.09 -0.21
1.63 -2.14 0.87
-0.42 -0.02 -1.43
0.64 -1.12 1.56
0.09 -1.96 0.57
-0.72 -1.94 -0.22
0.74 0.04 -1.62
-0.51 -0.02 -0.62
-3.52 2.01 -2.42
-0.45 0.16 0.09
0.28 -0.12 -0.33
-0.18 -0.26 -0.06
0.23 -0.18 -0.24
0.38 -0.15 0.20
-0.65 0.27 0.25
-0.06 -0.34 -0.24
-0.28 0.00 -0.50
-0.02 0.13 -0.22
-0.47 -0.03 0.41
0.85 0.40 0.03
0.41 0.24 -0.08
0.06 0.03 -0.30
0.03 -0.32 0.06
0.87 0.08 -0.84
-0.18 0.04 -0.03
-0.31 0.98 0.40
-0.23 -0.49 -0.17
-0.59 0.18 0.89
-0.38 0.27 -0.11
0.39 -0.83 -0.18
-0.04 0.39 0.24
0.26 -0.37 0.04
0.04 0.58 0.67

No. 3
Below is a molecular structure, C19H34AlBr3ClF9KN2O19P2 in a non-equilibrium geometry, with properties calculated with ωB97M-V/def2-TZVPD.

Computed properties:
Calculated total energy = -350720.5550 eV
Total charge = -1

Geometry (Å):
Br 8.159024 -3.852622 4.648057
Br 6.835934 -3.881960 1.723356
Br 7.878731 -6.619317 3.040045
K -2.453369 -2.870690 -2.561462
Cl -5.438581 3.657838 7.480875
P -9.206140 4.709099 3.377210
P 3.110716 -1.931651 3.053057
Al -0.815371 1.252936 -3.575895
F -8.025950 4.269909 4.381170
F -9.178494 3.191752 2.831409
F -10.230870 4.181036 4.504591
F 3.602524 -3.780211 -5.361261
F -8.164529 5.939393 3.356742
F -9.254336 4.854871 1.771606
F 2.790544 -2.541660 -3.795003
F 1.990022 -2.413913 -5.799520
F -10.364585 5.831412 3.401948
O 1.394753 -5.016004 2.866918
O -3.077996 1.926722 -6.310830
O -5.038284 3.590085 4.260860
O -4.287331 4.400599 7.008182
O -6.630533 4.443555 7.287264
O 4.252509 -2.853537 3.940712
O -3.729139 -1.220409 -1.791781
O -5.545663 2.422048 6.730283
O -3.959301 2.258887 2.953921
O -0.807514 0.668797 1.725034
O 4.402809 -0.503216 -4.747926
O -2.169702 0.212804 -2.227892
O -5.275998 3.354156 8.883139
O 4.676453 -1.669870 -6.658813
O 1.934559 -1.437754 4.171594
O 3.894454 -0.735008 2.481366
O -3.436536 -0.527843 -3.807661
O -0.969409 1.788206 4.518753
O -6.149414 2.423065 2.670306
N 0.125595 -3.896387 1.098671
N -3.114601 -0.511201 -2.612891
C 1.506310 2.355201 -2.054218
C -1.725054 -0.518151 1.649798
C 2.348196 1.002655 -1.699602
C 1.845393 -1.418665 -0.608616
C 1.425853 -1.817070 0.874835
C -2.226579 0.948331 0.981010
C -1.292908 -1.701181 0.489091
C 7.113525 -4.868039 3.369308
C -4.352933 1.749038 -5.958069
C 4.143065 -1.449801 -5.443592
C -5.149124 2.784156 3.303657
C 5.612936 -0.682649 -7.121328
C 1.335691 0.075777 -0.893364
C 3.136600 -2.544212 -5.098127
C 1.294256 -4.125631 2.017182
C 3.608266 1.460988 -0.803314
C -0.028383 -2.418873 1.143021
C 6.977989 -0.899667 -6.498007
C 2.324997 -2.915955 1.651427
H 0.400293 -0.030995 -1.569399
H 6.132572 -5.026864 3.814120
H -0.178228 -2.181790 2.266273
H -2.211044 -2.349982 0.344060
H -1.277122 1.001936 4.985377
H 5.236876 0.325967 -6.930715
H -2.369648 0.344838 -0.013188
H 1.380686 -2.184660 -1.338830
H 2.981155 -1.506136 -0.784184
H 1.188881 -0.982619 3.703962
H 4.900144 -2.160337 4.225979
H 2.174107 3.253418 -2.252757
H 3.200466 -3.387209 1.086352
H 6.944494 -0.764967 -5.414506
H 3.875136 2.524795 -1.136209
H 0.983839 0.589429 0.060141
H 5.682256 -0.800622 -8.204441
H -5.123329 1.981893 -6.720149
H -4.655371 0.724116 -5.656972
H 0.800755 2.512640 -1.154653
H 0.793842 2.107730 -2.941195
H 7.705504 -0.198027 -6.909907
H -3.480597 2.769420 3.648140
H -2.290422 -0.898290 2.632524
H -1.610130 1.732217 0.450162
H 1.512823 -0.883956 1.522461
H -4.724931 2.338908 -5.094028
H 4.533470 0.810509 -1.018647
H -0.938333 -1.132138 -0.425299
H 7.325268 -1.919337 -6.681319
H 3.375083 1.492568 0.309591
H 2.647916 0.538000 -2.698358
H 0.285656 -4.212612 0.131083
H -0.918663 1.509856 3.593215

Atomic forces in eV per Å
-0.18 -0.17 -0.28
0.11 -0.16 0.26
-0.10 0.35 0.04
1.07 -2.30 -0.72
-0.08 0.76 0.32
-0.36 -0.06 -0.19
2.77 2.52 0.76
-1.87 -0.64 -1.15
0.80 -2.11 1.45
0.00 -2.35 1.00
-0.18 -1.72 1.55
0.18 0.59 -0.01
0.40 2.35 -0.98
0.05 1.83 -1.88
0.35 0.44 -0.41
0.50 0.35 0.10
-0.72 2.00 -1.03
-0.31 3.10 -3.16
0.72 0.01 0.32
-1.55 0.33 0.03
-0.22 -0.29 0.18
0.42 -0.40 -0.17
-2.24 1.70 -1.05
-0.18 1.47 0.72
-0.14 -0.05 0.00
-0.12 0.69 0.74
-1.20 -5.14 -1.04
-0.60 -0.81 0.02
1.49 0.76 0.44
0.13 -0.10 -0.47
-0.86 -0.30 0.80
0.95 -1.14 -2.24
-2.18 -2.77 1.03
0.79 -0.25 0.72
0.04 -0.29 -0.12
0.11 0.81 1.14
-0.09 0.14 0.63
-2.88 0.44 -1.51
-0.27 -1.29 0.80
0.13 2.69 0.30
-0.53 1.36 0.49
-0.06 -0.30 0.24
0.58 0.24 0.83
1.16 -2.67 -1.54
0.62 1.49 1.77
-0.15 -0.05 0.06
-1.00 -0.62 0.66
1.26 1.21 -0.91
0.14 -1.07 -1.25
0.68 0.50 -0.30
-0.20 -0.51 -1.29
-1.09 -1.50 0.37
0.44 -0.91 0.62
0.24 0.03 -0.96
0.17 0.77 1.57
-0.01 -0.19 0.34
-0.30 -0.59 0.71
1.16 0.26 1.04
0.22 0.08 -0.12
0.21 -0.67 -1.48
1.23 0.68 0.15
-0.06 0.22 0.08
-0.09 -0.21 0.17
1.30 0.78 0.71
0.60 1.20 0.92
-1.70 0.23 0.58
0.91 -0.28 0.55
-0.56 -0.65 -0.35
-1.09 -1.16 0.12
-1.19 0.76 0.58
-0.02 0.12 -0.11
-0.20 -1.52 0.57
0.60 -0.66 -1.18
-0.26 -0.24 0.15
0.16 0.33 -0.48
0.31 -0.31 -0.13
1.12 0.29 -1.30
2.07 1.14 1.49
-0.09 -0.04 -0.02
1.31 -0.63 -0.29
1.48 1.02 -2.17
-2.10 0.99 1.14
-0.14 -0.85 -1.22
0.23 0.48 0.10
-1.47 0.89 0.59
-0.89 -0.72 0.96
-0.01 0.10 -0.14
0.27 -0.24 -1.44
-0.12 0.37 1.47
0.26 -0.06 0.72
-0.06 0.10 -0.02

No. 4
Below is C5H3N in the gas phase in a non-equilibrium geometry, with properties calculated with ωB97M-V/def2-TZVPD.

Computed properties:
ΔE to the lowest compared entry with this formula, charge and spin = 101.1 kcal per mole

Geometry (Å):
N 0.895416 -0.666249 0.555739
C -0.427041 0.358893 -1.094551
C -0.111964 -0.871167 -0.435851
C 0.436784 0.685734 0.963701
C -0.283947 1.338996 -0.101710
C -0.330180 -0.607873 1.211058
H -0.281553 -1.872739 -0.793497
H -0.839818 0.458671 -2.078950
H 0.942303 1.175736 1.774061

Atomic forces in eV per Å
-0.60 -0.32 1.11
0.12 -1.69 2.24
-0.43 -0.34 -2.21
0.08 1.49 -0.47
0.17 1.29 0.32
0.56 -0.29 -1.02
0.06 -0.11 0.14
-0.05 0.07 -0.26
0.08 -0.11 0.16